Record 1
Molecular formula: C26H45IN8O3PRuS
Method: DFT, wB97M-V/def2-TZVPD

```
! RIJCOSX wB97M-V def2-TZVPD def2/J DEFGRID3
* xyz 0 2
Ru -0.017 0.016 -0.166
C 5.063 1.159 0.895
C 4.868 -0.217 1.519
N 3.618 -0.319 2.263
C 2.409 -0.385 1.670
S 2.295 -0.880 0.035
N 1.401 -0.083 2.475
N 0.204 -0.081 1.858
C -0.771 0.388 2.565
C -0.572 0.933 3.940
C -2.064 0.356 1.885
C -3.269 0.643 2.521
C -4.438 0.669 1.784
C -4.390 0.406 0.422
C -3.167 0.082 -0.127
N -2.039 0.045 0.584
H 5.995 1.188 0.325
H 5.096 1.933 1.663
H 4.230 1.387 0.228
H 5.674 -0.445 2.217
H 4.864 -0.987 0.749
H 3.579 0.191 3.134
H 0.343 1.524 3.940
H -0.446 0.138 4.679
H -1.412 1.558 4.241
H -3.284 0.829 3.585
H -5.381 0.888 2.268
H -5.279 0.421 -0.192
H -3.067 -0.172 -1.176
N -1.240 2.385 -0.475
C -0.871 3.644 0.192
C 0.611 3.928 0.018
C 1.401 2.736 0.540
O 1.922 2.796 1.649
O 1.430 1.727 -0.271
H -1.022 2.421 -1.465
H -2.235 2.232 -0.378
H -1.097 3.537 1.256
H -1.456 4.490 -0.186
H 0.883 4.823 0.575
H 0.839 4.066 -1.043
I -2.103 -3.113 0.114
C -0.259 -2.063 -0.294
H -0.052 -2.317 -1.330
H 0.450 -2.574 0.339
O -0.513 0.135 -2.244
P -0.072 0.136 -3.668
N -0.934 -0.956 -4.517
C -0.709 -1.197 -5.954
C -1.302 -2.591 -6.195
C -2.302 -2.772 -5.049
C -1.593 -2.109 -3.876
N 1.542 -0.209 -3.852
C 1.881 -1.615 -3.522
C 3.396 -1.618 -3.619
C 3.793 -0.273 -2.991
C 2.544 0.623 -3.114
N -0.344 1.557 -4.466
C 0.425 2.779 -4.107
C -0.614 3.898 -4.014
C -1.756 3.408 -4.902
C -1.776 1.910 -4.640
H 0.350 -1.139 -6.209
H -1.231 -0.438 -6.543
H -0.523 -3.353 -6.130
H -1.766 -2.663 -7.177
H -2.528 -3.818 -4.844
H -3.235 -2.250 -5.273
H -0.869 -2.801 -3.431
H -2.264 -1.779 -3.085
H 1.398 -2.299 -4.221
H 1.575 -1.872 -2.502
H 3.695 -1.658 -4.667
H 3.835 -2.468 -3.097
H 4.647 0.168 -3.504
H 4.055 -0.397 -1.941
H 2.753 1.527 -3.680
H 2.177 0.902 -2.121
H 1.152 2.989 -4.893
H 0.965 2.660 -3.167
H -0.203 4.854 -4.339
H -0.962 4.017 -2.985
H -1.527 3.601 -5.952
H -2.710 3.876 -4.663
H -2.205 1.345 -5.467
H -2.361 1.682 -3.740
*
```

Calculated values
**Electronic energy**: -76565.239 eV
**Kohn-Sham gap (spin up / spin down)**: 7.1 / 7.1 eV
**Energy relative to the best compared isomer or geometry (same formula, charge and spin)**: 0.0 kJ/mol
**Lowest unoccupied orbital energy (spin up / spin down)**: -0.13 / -0.14 eV
**Highest occupied orbital energy (spin up / spin down)**: -7.27 / -7.26 eV

Atomic partial charges in e from the Mulliken method, atoms 1 to 5:
1. Ru -0.046
2. C -0.399
3. C -0.767
4. N -0.150
5. C 0.314

=====

Record 2
Molecular formula: C26H45NO12
Method: DFT, wB97M-V/def2-TZVPD

```
! RIJCOSX wB97M-V def2-TZVPD def2/J DEFGRID3
* xyz 0 1
C -0.498 1.001 4.133
C -0.861 0.343 3.211
C -1.130 -0.528 2.072
C 0.097 -1.315 1.561
C 1.023 -1.616 2.732
O 2.066 -1.047 2.874
O 0.622 -2.607 3.586
O -1.977 -1.625 2.611
C -2.723 -2.082 1.574
O -3.461 -3.007 1.623
O -2.456 -1.314 0.467
C -2.192 -0.004 1.036
C -1.861 0.971 -0.070
C -0.401 1.059 -0.547
C 0.573 1.771 0.387
C 0.024 3.039 1.018
N 1.108 3.913 1.502
O -3.339 0.282 1.796
C -3.969 1.553 1.670
C -5.100 1.671 2.661
C -5.764 3.044 2.480
H -0.126 1.631 4.914
H -0.199 -2.267 1.130
H 0.719 -0.786 0.852
H 0.075 -2.243 4.294
H -2.187 1.985 0.124
H -2.441 0.626 -0.929
H -0.433 1.660 -1.459
H -0.035 0.086 -0.873
H 0.997 1.126 1.158
H 1.427 2.070 -0.218
H -0.663 2.779 1.833
H -0.577 3.592 0.289
H 1.400 3.571 2.413
H 0.694 4.818 1.702
H -3.243 2.352 1.855
H -4.349 1.705 0.656
H -4.749 1.529 3.681
H -5.845 0.910 2.424
H -5.007 3.808 2.301
H -6.375 3.304 3.340
H -6.411 3.031 1.603
C 4.994 4.715 -3.780
C 4.280 3.575 -4.476
O 3.837 2.575 -3.548
C 2.694 2.665 -2.863
C 1.912 3.960 -2.865
O 2.333 1.727 -2.200
H 4.341 5.247 -3.086
H 5.368 5.429 -4.514
H 5.836 4.330 -3.204
H 3.446 3.920 -5.091
H 4.969 3.050 -5.135
H 2.169 4.517 -1.964
H 0.852 3.716 -2.837
H 2.085 4.587 -3.735
C -3.129 -4.472 4.372
C -2.294 -5.226 5.385
O -3.070 -5.698 6.493
C -3.773 -6.844 6.462
C -3.945 -7.578 5.151
O -4.293 -7.232 7.471
H -3.891 -5.109 3.924
H -2.502 -4.084 3.577
H -3.642 -3.639 4.852
H -1.735 -6.047 4.934
H -1.558 -4.556 5.829
H -4.910 -7.304 4.726
H -3.943 -8.645 5.359
H -3.167 -7.381 4.419
C 3.140 -1.563 -6.384
C 3.478 -0.274 -7.104
O 4.281 0.593 -6.298
C 5.618 0.485 -6.203
C 6.321 -0.713 -6.796
O 6.217 1.328 -5.592
H 4.033 -2.142 -6.151
H 2.482 -2.179 -6.998
H 2.639 -1.344 -5.441
H 3.952 -0.448 -8.071
H 2.567 0.290 -7.297
H 6.486 -1.441 -6.003
H 7.284 -0.385 -7.178
H 5.785 -1.190 -7.612
*
```

Calculated values
**Structure (SMILES)**: C#C[C@@]1(CC(=O)O)OC(=O)O[C@@]1(CCCCN)OCCC.CCOC(C)=O.CCOC(C)=O.CCOC(C)=O
**Electronic energy**: -53749.652 eV
**Kohn-Sham gap**: 10.1 eV
**Lowest unoccupied orbital energy**: 0.43 eV
**Highest occupied orbital energy**: -9.63 eV

Atomic partial charges in e from the Mulliken method, atoms 1 to 5:
1. C -0.753
2. C -1.935
3. C 2.241
4. C -0.008
5. C -0.016

=====

Record 3
Molecular formula: C26H46AgN5O5S2Si
Method: DFT, wB97M-V/def2-TZVPD

```
! RIJCOSX wB97M-V def2-TZVPD def2/J DEFGRID3
* xyz -2 1
Ag -1.653 -1.698 -0.459
N -4.679 -4.563 1.626
C -4.065 -3.545 0.878
S -2.589 -4.003 0.086
N -4.712 -2.419 0.909
N -4.117 -1.388 0.202
C -4.793 -0.306 0.205
C -4.396 0.950 -0.416
C -5.135 2.085 -0.067
C -4.837 3.352 -0.533
C -3.738 3.492 -1.393
C -2.996 2.400 -1.775
C -3.288 1.067 -1.331
O -2.612 0.083 -1.758
H -4.429 -5.479 1.288
H -5.673 -4.410 1.721
H -5.741 -0.297 0.759
H -5.972 1.950 0.615
H -5.425 4.211 -0.230
H -3.462 4.478 -1.756
H -2.136 2.506 -2.427
C 0.026 0.443 3.675
C -0.853 -0.119 2.558
C -2.021 0.820 2.282
C -1.366 -1.496 2.961
O -0.111 -0.308 1.344
Si 1.018 0.694 0.648
S 1.414 0.116 -1.254
O 0.383 2.209 0.888
C 0.924 3.503 0.714
C 1.491 3.968 2.057
C 2.017 3.532 -0.352
C -0.241 4.393 0.291
O 2.355 0.759 1.675
C 3.371 -0.209 1.856
C 4.438 -0.029 0.778
C 3.978 0.069 3.232
C 2.798 -1.624 1.817
H -0.586 0.567 4.573
H 0.448 1.409 3.397
H 0.847 -0.239 3.905
H -2.686 0.856 3.150
H -2.592 0.453 1.429
H -1.665 1.824 2.050
H -1.899 -1.435 3.914
H -0.533 -2.196 3.062
H -2.051 -1.895 2.211
H 2.280 3.283 2.373
H 0.702 3.962 2.813
H 1.897 4.981 1.978
H 2.856 2.896 -0.059
H 2.375 4.558 -0.484
H 1.632 3.152 -1.299
H -1.029 4.360 1.046
H -0.664 4.023 -0.643
H 0.086 5.430 0.160
H 4.859 0.979 0.849
H 3.984 -0.139 -0.208
H 5.244 -0.758 0.903
H 4.361 1.091 3.265
H 4.797 -0.625 3.440
H 3.216 -0.039 4.006
H 2.280 -1.804 0.872
H 2.075 -1.762 2.623
H 3.598 -2.361 1.930
C 3.038 -3.403 -1.647
N 2.381 -2.934 -2.850
C 3.190 -2.002 -3.620
C 2.504 -1.652 -4.923
C 1.101 -1.168 -4.619
N 0.387 -2.169 -3.845
C -1.047 -1.921 -3.735
C 0.996 -2.803 -2.781
O 0.356 -3.344 -1.893
H 3.910 -4.004 -1.923
H 2.342 -4.007 -1.073
H 3.365 -2.558 -1.030
H 4.156 -2.483 -3.810
H 3.371 -1.093 -3.034
H 2.459 -2.533 -5.569
H 3.066 -0.871 -5.441
H 0.539 -1.011 -5.543
H 1.130 -0.215 -4.073
H -1.460 -1.856 -4.746
H -1.265 -0.987 -3.214
H -1.523 -2.743 -3.206
*
```

Calculated values
**Electronic energy**: -78952.256 eV
**Kohn-Sham gap**: 5.7 eV
**Energy relative to the best compared isomer or geometry (same formula, charge and spin)**: 0.0 kJ/mol
**Lowest unoccupied orbital energy**: 4.51 eV
**Highest occupied orbital energy**: -1.20 eV

Atomic partial charges in e from the Mulliken method, atoms 1 to 5:
1. Ag 1.623
2. N -0.552
3. C 0.302
4. S -0.468
5. N -1.107

=====

Record 4
Molecular formula: C26H46ClF9O8P3
Method: DFT, wB97M-V/def2-TZVPD

```
! RIJCOSX wB97M-V def2-TZVPD def2/J DEFGRID3
* xyz -1 1
C -0.679 6.997 -1.588
C -1.491 6.076 -2.482
C -1.227 4.713 -2.527
C -1.965 3.896 -3.378
C -2.983 4.384 -4.192
C -3.785 3.553 -5.159
P -4.522 1.912 -4.485
Cl -5.817 3.062 -3.064
C -3.467 0.887 -5.745
C -3.608 -0.635 -5.599
C -2.472 -1.324 -4.847
F -2.985 -1.992 -3.772
F -1.581 -0.449 -4.322
C -1.628 -2.291 -5.713
F -1.168 -1.628 -6.785
F -0.530 -2.632 -4.983
C -2.306 -3.627 -6.085
F -3.505 -3.473 -6.662
F -2.482 -4.360 -4.972
C -1.465 -4.518 -7.051
F -2.210 -5.602 -7.317
F -1.265 -3.923 -8.221
F -0.327 -4.916 -6.515
C -3.235 5.757 -4.108
C -2.515 6.595 -3.266
H 0.343 6.622 -1.514
H -1.128 7.136 -0.606
H -0.592 7.954 -2.108
H -0.436 4.295 -1.916
H -1.729 2.840 -3.410
H -4.641 4.164 -5.457
H -3.210 3.394 -6.077
H -3.491 1.752 -3.485
H -5.167 0.718 -3.966
H -5.580 1.980 -5.494
H -3.889 1.137 -6.724
H -2.430 1.222 -5.783
H -4.573 -0.931 -5.189
H -3.596 -1.049 -6.613
H -4.011 6.202 -4.722
H -2.768 7.649 -3.258
O 2.763 0.840 -0.968
P 3.206 -0.546 -0.698
O 4.254 -0.472 0.540
C 3.779 -0.109 1.837
C 3.083 -1.266 2.533
O 4.259 -0.821 -1.923
C 4.223 -0.034 -3.113
C 5.285 1.045 -3.081
O 2.884 -2.129 -0.538
C 1.814 -2.723 -1.322
C 2.245 -3.032 -2.742
H 3.115 0.757 1.763
H 4.654 0.192 2.412
H 2.150 -1.521 2.026
H 2.850 -1.006 3.567
H 3.709 -2.158 2.521
H 3.233 0.396 -3.268
H 4.411 -0.712 -3.949
H 5.212 1.645 -2.175
H 5.193 1.701 -3.948
H 6.280 0.595 -3.091
H 0.939 -2.070 -1.312
H 1.541 -3.644 -0.809
H 2.291 -2.124 -3.344
H 1.533 -3.705 -3.219
H 3.235 -3.486 -2.758
O -0.136 -0.313 6.836
P 0.597 -1.264 7.719
O -0.186 -2.653 7.331
C 0.023 -3.219 6.037
C 1.345 -3.961 5.969
O -0.077 -0.948 9.178
C -0.627 0.338 9.469
C -2.133 0.329 9.313
O 1.789 -2.148 8.422
C 3.000 -1.485 8.866
C 2.822 -0.796 10.206
H -0.031 -2.439 5.272
H -0.799 -3.913 5.860
H 2.183 -3.265 6.051
H 1.442 -4.501 5.025
H 1.430 -4.670 6.792
H -0.173 1.109 8.846
H -0.366 0.569 10.505
H -2.426 -0.045 8.332
H -2.540 1.333 9.444
H -2.585 -0.329 10.057
H 3.337 -0.778 8.105
H 3.756 -2.264 8.948
H 2.258 0.131 10.102
H 3.793 -0.544 10.635
H 2.277 -1.434 10.900
*
```

Calculated values
**Electronic energy**: -108937.251 eV
**Kohn-Sham gap**: 5.0 eV
**Lowest unoccupied orbital energy**: 0.77 eV
**Highest occupied orbital energy**: -4.20 eV

Atomic partial charges in e from the Mulliken method, atoms 1 to 5:
1. C -1.346
2. C 1.142
3. C -1.160
4. C 0.094
5. C 0.569

=====

Record 5
Molecular formula: C26H46LuO2P2
Method: DFT, wB97M-V/def2-TZVPD

```
! RIJCOSX wB97M-V def2-TZVPD def2/J DEFGRID3
* xyz 1 1
Lu 2.138 0.019 0.282
C 3.579 -0.516 -1.509
C 3.057 0.792 -1.804
C 4.368 0.950 0.104
C 4.414 -0.409 -0.348
C 3.519 1.688 -0.783
C 3.392 -1.758 -2.308
H 2.571 -1.651 -3.022
H 3.160 -2.622 -1.665
H 4.308 -2.018 -2.872
C 5.235 -1.503 0.254
H 4.935 -2.480 -0.142
H 5.114 -1.540 1.347
H 6.311 -1.365 0.049
C 5.163 1.519 1.230
H 6.245 1.486 1.023
H 4.991 0.958 2.161
H 4.881 2.557 1.425
C 3.356 3.168 -0.771
H 4.259 3.670 -1.171
H 3.195 3.556 0.245
H 2.502 3.486 -1.379
C 2.294 1.191 -3.013
H 2.975 1.589 -3.789
H 1.559 1.977 -2.799
H 1.747 0.349 -3.450
C -4.601 -2.397 -0.447
C -4.345 -2.360 -1.761
C -5.127 -1.573 -2.771
C -5.742 -0.229 -2.293
C -4.813 0.679 -1.549
C -4.589 0.689 -0.229
C -5.229 -0.221 0.778
C -5.665 -1.622 0.271
H -5.946 -2.191 -3.170
H -6.691 -0.416 -1.766
H -4.476 -1.347 -3.626
H -6.612 -1.539 -0.286
H -4.036 -3.091 0.194
H -3.586 -3.037 -2.181
H -5.896 -2.204 1.177
H -4.529 -0.377 1.611
H -3.949 1.479 0.193
H -6.109 0.275 1.212
H -6.007 0.314 -3.215
H -4.310 1.426 -2.182
P -0.285 -1.093 -0.285
P 0.237 1.793 1.117
C -1.652 -0.309 0.693
C -1.227 0.807 1.674
H -2.176 -1.112 1.233
H -2.340 0.102 -0.053
H -2.041 1.545 1.790
H -1.025 0.391 2.675
C 0.684 2.764 2.575
H 1.335 3.582 2.239
H 1.252 2.146 3.283
H -0.225 3.175 3.039
C -0.546 3.125 0.151
H -1.419 3.486 0.708
H -0.852 2.769 -0.839
H 0.166 3.953 0.017
C -0.364 -2.787 0.389
H 0.324 -3.402 -0.209
H -1.397 -3.164 0.298
H -0.015 -2.810 1.433
C -1.013 -1.413 -1.912
H -1.000 -0.493 -2.517
H -2.047 -1.769 -1.809
H -0.406 -2.176 -2.430
C 2.971 -0.558 4.934
O 2.612 0.201 3.759
C 2.230 -0.382 2.648
O 2.044 -1.599 2.501
H 3.840 -1.181 4.720
H 2.107 -1.144 5.262
H 3.221 0.203 5.663
*
```

Calculated values
**Electronic energy**: -83996.371 eV
**Kohn-Sham gap**: 8.2 eV
**Energy relative to the best compared isomer or geometry (same formula, charge and spin)**: 0.0 kJ/mol
**Lowest unoccupied orbital energy**: -2.71 eV
**Highest occupied orbital energy**: -10.87 eV

Atomic partial charges in e from the Mulliken method, atoms 1 to 5:
1. Lu 0.879
2. C 0.337
3. C 0.750
4. C 0.867
5. C 0.426